ORCA calculation (ωB97M-V/def2-TZVPD) on a 14-piece molecular cluster, C6H37NO13 overall.

Geometry as XYZ:
```
57
Properties=species:S:1:pos:R:3:forces:R:3
C -0.5341 -3.2027 1.6196 1.0 0.7 0.3
C -1.7410 -2.2732 1.5101 0.0 -0.6 0.0
C -1.8427 -1.5662 0.1581 -0.4 0.0 0.0
C -0.6838 -0.6800 -0.2238 -0.7 0.4 0.0
C -0.8710 0.3952 -0.9976 0.8 -0.5 0.5
N 0.2516 1.0698 -1.5658 -0.1 0.6 0.1
C 0.3260 2.3407 -1.5985 0.5 -0.5 -0.5
H -0.4917 -3.7529 2.5576 -0.3 0.0 0.1
H -0.5135 -3.9249 0.8198 -0.1 -0.3 -0.4
H 0.4361 -2.6605 1.5676 -0.5 -0.2 -0.1
H -2.6283 -2.8913 1.6585 -0.2 0.0 -0.2
H -1.7840 -1.5834 2.3527 0.2 0.3 0.0
H -1.9867 -2.3271 -0.6285 0.3 0.0 0.3
H -2.7804 -0.9976 0.1125 0.1 0.1 0.1
H 0.3019 -0.9661 0.1262 0.1 0.0 -0.3
H -1.8624 0.6991 -1.3032 0.0 0.2 0.0
H -0.3796 3.0554 -1.2056 -0.4 -0.1 0.1
H 1.2179 2.7614 -2.0700 -0.1 0.0 0.1
H -0.0790 3.1825 1.9634 0.0 -0.9 -0.8
H 0.1005 1.6938 1.5808 -0.2 0.4 -0.1
O 0.0251 2.5837 1.1587 0.2 0.6 0.8
H 2.3154 0.6691 -1.8133 -0.1 0.0 0.1
H 3.2887 1.2816 -0.8255 0.0 -0.1 -0.2
O 3.2541 0.6489 -1.5821 0.1 0.1 0.1
H -0.9678 0.4420 -4.0233 0.1 0.0 0.1
H -2.4220 0.4213 -4.4431 -0.2 0.0 0.0
O -1.8632 0.4489 -3.6614 -0.1 0.4 -0.4
H -2.3862 0.6258 2.1724 -0.2 -0.1 0.3
H -3.0507 1.7937 1.5487 -0.3 0.1 0.4
O -3.0583 1.2882 2.3937 0.6 -0.1 -0.5
H 3.0096 1.3852 1.2919 0.1 0.3 -0.2
H 2.0550 2.4596 0.7843 -0.1 0.2 -0.1
O 2.9751 2.1681 0.7005 0.0 -0.2 0.3
H 3.2803 -0.9435 -0.7497 -0.1 -0.2 0.2
H 2.2317 -2.0886 -0.5886 0.5 0.2 0.2
O 3.0109 -1.6740 -0.1363 -0.4 0.1 -0.4
H 1.0003 -3.7241 -1.5993 -0.3 0.0 -0.1
H 0.1315 -2.4332 -1.9785 0.1 -0.5 0.2
O 1.0155 -2.7659 -1.6658 0.1 0.2 -0.1
H 1.3443 0.2446 2.5985 -0.1 0.0 0.1
H 0.0116 -0.3100 3.0901 -0.2 0.0 0.0
O 0.4347 0.5268 2.8789 0.3 -0.2 0.0
H 3.4967 -0.5097 2.6400 0.0 -0.2 -0.3
H 2.8120 -0.8548 1.1716 0.4 0.0 0.6
O 2.8143 -0.2573 2.0103 -0.2 -0.1 -0.3
H -1.7414 -1.2634 -2.6937 0.4 -0.1 -0.4
H -0.5634 -1.7577 -3.5805 -0.5 0.3 0.2
O -1.2315 -2.0551 -2.9323 -0.1 -0.7 0.0
H -0.0677 2.4321 3.9148 -0.2 -0.2 0.0
H -1.5343 2.7353 3.5231 0.4 0.0 0.1
O -0.6598 3.1497 3.6551 -0.4 0.2 0.2
H 1.5197 -1.4708 -3.6382 0.1 0.0 0.0
H 1.0098 -0.1208 -3.1311 -0.1 0.0 0.1
O 0.9463 -0.7332 -3.8838 0.2 0.1 -0.2
H -1.5926 2.7348 0.5234 -0.6 0.2 -0.3
H -2.7729 3.7395 0.2711 0.0 -0.2 0.0
O -2.5267 2.8111 0.1655 0.6 0.2 0.2
```
Positions in Å, forces in eV/Å.

Computed properties:
energy above the lowest of the compared OMol25 structures with the same formula, charge and spin	29.6	kcal per mole
net charge	0
maximum force	0.0244	Eh/bohr
gap between HOMO and LUMO	9.484	eV
highest occupied orbital energy	-9.158	eV

Atomic partial charges in e from the natural (NBO) method, atoms 1 to 2: -0.612, -0.392

***

ORCA calculation (ωB97M-V/def2-TZVPD) on one molecule with the formula C6H3N.

Geometry as XYZ:
```
10
Properties=species:S:1:pos:R:3:forces:R:3
C -1.7803 1.0077 -0.0080 -2.5 -2.9 0.6
C -3.0002 0.4051 -0.0426 1.6 3.7 -0.2
C -0.6430 0.5723 0.4282 0.9 0.5 -0.1
C -3.1331 -0.8328 -0.1752 -1.1 -1.7 -0.2
C 0.5655 -0.1415 0.3031 -3.5 -0.8 0.5
C 1.8780 -0.0298 -0.1205 2.6 0.1 1.8
N -0.4233 -0.9247 0.4109 0.9 0.6 0.0
H 1.8304 0.3395 -1.0802 0.1 2.2 -2.0
H 2.3108 -0.9568 -0.3905 0.7 -1.4 0.8
H 2.3953 0.5610 0.6749 0.3 -0.3 -1.3
```
Positions in Å, forces in eV/Å.

Computed properties:
energy above the lowest of the compared OMol25 structures with the same formula, charge and spin	125.2	kcal per mole
net charge	0
maximum force	0.0792	Eh/bohr
gap between HOMO and LUMO (spin up / spin down)	7.105 / 7.104	eV
highest occupied orbital energy (spin up / spin down)	-8.735 / -8.735	eV

Atomic partial charges in e from the natural (NBO) method, atoms 1 to 2: 0.194, -0.402

***

ORCA calculation (ωB97M-V/def2-TZVPD) on one molecule with the formula C6H3NO.

Geometry as XYZ:
```
11
Properties=species:S:1:pos:R:3:forces:R:3
N 3.3436 -0.3150 0.5146 -11.8 -1.6 -8.1
C 2.1491 -0.4565 -0.2528 12.6 1.9 7.8
C 0.7467 -0.2614 -0.3358 1.4 -1.7 0.7
C -0.0450 -1.3284 -0.0781 -1.4 2.2 -0.2
C -1.4012 -0.4724 0.2695 -4.1 -2.2 -2.7
O -2.5615 -0.8909 0.1258 2.8 0.1 1.2
C -1.1619 0.9942 0.1129 0.7 1.3 3.2
C 0.1744 1.0577 -0.1307 -2.6 4.8 -1.8
H 0.2109 -2.4036 -0.2987 -0.7 1.4 0.8
H -1.9142 1.9206 0.5690 2.3 -3.2 -1.9
H 0.4592 2.1557 -0.4957 0.7 -2.9 1.0
```
Positions in Å, forces in eV/Å.

Computed properties:
energy above the lowest of the compared OMol25 structures with the same formula, charge and spin	118.6	kcal per mole
net charge	0
maximum force	0.2908	Eh/bohr
gap between HOMO and LUMO	7.939	eV
highest occupied orbital energy	-9.735	eV
SMILES string	N#CC1=CC(=O)C=C1

Atomic partial charges in e from the natural (NBO) method, atoms 1 to 2: -0.262, 0.264

***

ORCA calculation (ωB97M-V/def2-TZVPD) on one molecule with the formula C6H3NO2.

Geometry as XYZ:
```
12
Properties=species:S:1:pos:R:3:forces:R:3
O -2.9562 -0.1454 -0.1207 1.9 1.4 -0.1
C -1.7648 0.0311 -0.0488 -0.9 -2.5 1.3
C -0.8610 1.2912 0.2235 -3.0 0.6 -1.2
C 0.3132 0.7210 0.0995 3.1 1.7 -0.9
O 1.6527 1.1311 -0.1316 -0.7 -0.3 0.1
C 2.4265 -0.0711 -0.1682 -1.5 1.3 1.9
C 1.6574 -1.1109 0.1492 1.7 -3.0 -0.5
C 0.3060 -0.7239 0.0750 -3.3 -0.9 -0.1
N -0.8721 -1.2779 -0.0486 1.2 2.6 0.2
H -1.3807 2.3160 0.1922 1.5 -1.8 0.1
H 3.4966 0.0788 -0.1484 -0.2 0.0 -0.4
H 1.9528 -2.1596 0.3341 0.1 0.9 -0.4
```
Positions in Å, forces in eV/Å.

Computed properties:
energy above the lowest of the compared OMol25 structures with the same formula, charge and spin	37.6	kcal per mole
net charge	0
maximum force	0.0711	Eh/bohr
gap between HOMO and LUMO	8.189	eV
highest occupied orbital energy	-9.449	eV
SMILES string	O=C1C=c2occc2=N1

Atomic partial charges in e from the natural (NBO) method, atoms 1 to 2: -0.470, 0.659